Record 1
Below is a single C6H9N molecule, with properties calculated with the ωB97M-V functional and the def2-TZVPD basis.

XYZ file:
```
16
Properties=species:S:1:pos:R:3:forces:R:3:lowdin_charge:R:1
C -0.8292 -2.9475 -1.4859 -0.0378 -0.0842 -0.0199 -0.11
C -0.3902 -1.5952 -1.1442 0.1549 0.5228 0.1155 -0.08
C -0.0262 -0.4769 -0.8830 -0.1046 -0.5482 -0.2532 -0.01
C 0.4942 0.8703 -0.6494 0.2212 -0.0284 -0.2729 -0.19
N 0.0345 1.4386 0.5801 -0.5612 0.1570 -0.5109 -0.27
C 0.6765 2.4113 1.3000 -0.3932 -0.1696 0.4740 -0.05
C -0.1666 0.9198 1.8469 0.3606 0.2835 0.2556 -0.07
H 0.0274 -3.6194 -1.6033 -0.1220 0.1178 0.0350 0.08
H -1.3899 -2.9457 -2.4262 0.0733 0.0051 0.1451 0.08
H -1.4770 -3.3560 -0.7047 0.0834 0.0594 -0.0944 0.08
H 1.5958 0.8451 -0.6620 -0.0031 -0.0579 -0.0748 0.12
H 0.1684 1.5455 -1.4482 0.1386 -0.1858 -0.0866 0.12
H 0.1674 3.2732 1.7078 -0.3270 0.1158 -0.5195 0.06
H 1.7535 2.5932 1.0447 -0.4781 -0.6080 0.9331 0.10
H 0.5731 0.4526 2.4848 0.4002 -0.4908 -0.5840 0.06
H -1.2116 0.5910 2.0426 0.5947 0.9115 0.4580 0.09
```
Positions in Å, forces in eV/Å.

E: -288.59574 Ha
HOMO level: -0.316 hartree
E_LUMO: 0.99 eV
Orbital gap: 0.35197 Ha

Record 2
Below is 2 unconnected molecules or ions with the total composition C6H9N, with properties calculated with the ωB97M-V functional and the def2-TZVPD basis.

XYZ file:
```
16
Properties=species:S:1:pos:R:3:forces:R:3:lowdin_charge:R:1
C 2.3676 -0.3388 0.0314 0.0531 -0.1167 0.2072 0.06
C 1.1601 -0.3096 0.5989 0.0504 0.0344 -0.2795 -0.39
C -0.0249 -1.0539 0.1877 -0.0278 0.1497 -0.1008 -0.01
C -1.0661 -0.2068 0.2968 -0.0767 -0.0663 0.0042 -0.33
C -2.4294 -0.3649 -0.2925 -0.0564 -0.0436 0.0516 -0.07
C -0.6536 1.0740 0.9795 0.3275 -0.4141 0.1663 -0.02
N 0.6388 0.8469 1.2328 -0.1128 0.2330 -0.0601 -0.03
H 3.0771 0.4718 0.1729 -0.0404 -0.1767 0.1029 0.07
H 2.6288 -1.1174 -0.6764 0.0337 -0.0337 0.2598 0.07
H 1.0068 1.1320 -1.3255 -0.1787 0.2395 -0.2391 0.07
H 0.0046 -2.0430 -0.2558 -0.0076 0.1987 -0.0429 0.12
H -2.5841 0.4128 -1.0515 0.0254 -0.1172 0.1561 0.08
H -3.2081 -0.2268 0.4627 0.0635 -0.0352 -0.0602 0.08
H -2.5528 -1.3393 -0.7761 -0.0051 0.1340 0.1302 0.08
H 0.3745 1.4857 -1.1386 0.1184 0.1098 -0.3260 0.07
H 1.2607 1.5772 1.5536 -0.1666 -0.0955 0.0304 0.13
```
Positions in Å, forces in eV/Å.

E: -288.63398 Ha
HOMO level: -0.310 hartree
E_LUMO: -0.11 eV
Orbital gap: 0.30569 Ha

Record 3
Below is a molecular structure, C6H9N, with properties calculated with the ωB97M-V functional and the def2-TZVPD basis.

XYZ file:
```
16
Properties=species:S:1:pos:R:3:forces:R:3:lowdin_charge:R:1
C 1.8573 1.1477 -0.2710 -1.5950 0.9575 0.2002 -0.23
C 0.2331 1.1791 -0.3815 1.2479 -0.6717 -0.9934 0.10
N 1.6521 -0.1543 -0.7283 -0.5730 0.0075 -0.2512 0.01
C 0.9247 -0.8507 0.3321 -0.2305 -0.3716 0.1495 -0.18
C -0.3637 -0.0867 0.1160 0.1265 -0.0217 0.4217 -0.49
C -1.6869 -0.2072 0.8013 -0.0246 0.0751 0.3553 -0.09
C -1.5078 -0.8006 -0.5703 0.0582 -0.0003 -0.0957 -0.09
H 2.2334 1.3127 0.7497 -0.0714 -0.1284 -0.0953 0.10
H 2.4680 1.7133 -1.0008 -0.8926 0.1469 0.3497 0.11
H -0.5085 1.7414 -1.0129 1.6077 -0.0860 -0.0471 0.12
H 1.3253 -0.6771 1.3445 0.1731 -0.0758 -0.2308 0.12
H 0.8520 -1.9182 0.1344 -0.0020 0.0113 0.0391 0.11
H -2.3111 0.6791 0.8906 0.1389 -0.1151 0.0205 0.10
H -1.7126 -0.8678 1.6605 -0.1809 -0.0034 -0.0702 0.10
H -1.4354 -1.8846 -0.6574 0.0352 0.2486 0.0288 0.10
H -2.0198 -0.3260 -1.4070 0.1826 0.0273 0.2188 0.10
```
Positions in Å, forces in eV/Å.

E: -288.60069 Ha
HOMO level (spin up / spin down): -0.300 / -0.292 hartree
E_LUMO (spin up / spin down): 0.40 / 0.43 eV
Orbital gap (spin up / spin down): 0.31524 / 0.30715 Ha

Record 4
Below is a single C6H9N molecule, with properties calculated with the ωB97M-V functional and the def2-TZVPD basis.

XYZ file:
```
16
Properties=species:S:1:pos:R:3:forces:R:3:lowdin_charge:R:1
C 2.1370 -0.2387 0.2045 0.2052 -0.0172 -0.0611 -0.16
N 0.7778 -0.5472 -0.1942 0.6551 0.0673 0.3312 -0.03
C -0.1875 0.0157 0.7885 0.0546 -0.1263 0.1828 -0.41
C -0.6417 1.2578 0.0583 0.0746 -0.0442 -0.1249 -0.15
C -1.0128 0.4427 -1.1667 -0.6256 0.2675 -0.2850 -0.04
C -1.6617 -0.7410 -0.7768 0.1486 -0.0037 0.0282 -0.11
C -1.1977 -1.0401 0.4864 -0.4031 -0.0550 -0.0234 -0.02
H 2.4110 -0.7875 1.1207 -0.0693 0.0691 -0.1158 0.08
H 2.8299 -0.5488 -0.5847 -0.0946 0.0493 0.1281 0.07
H 2.2979 0.8357 0.4200 -0.0822 -0.1556 -0.0340 0.08
H 0.1730 0.0915 1.8208 -0.0229 -0.0085 -0.1786 0.14
H 0.1921 1.9472 -0.1044 -0.1096 -0.1035 0.0177 0.11
H -1.4985 1.8094 0.4770 0.1333 -0.1229 -0.0468 0.12
H -1.0510 0.8474 -2.1753 0.0177 -0.0679 0.1561 0.11
H -2.2162 -1.3994 -1.4356 0.0967 0.1032 0.1044 0.10
H -1.3516 -1.9447 1.0616 0.0215 0.1485 -0.0789 0.10
```
Positions in Å, forces in eV/Å.

E: -288.61923 Ha
HOMO level (spin up / spin down): -0.308 / -0.277 hartree
E_LUMO (spin up / spin down): 0.20 / 0.32 eV
Orbital gap (spin up / spin down): 0.31590 / 0.28877 Ha

Record 5
Below is a molecular structure, C6H9N, with properties calculated with the ωB97M-V functional and the def2-TZVPD basis.

XYZ file:
```
16
Properties=species:S:1:pos:R:3:forces:R:3:lowdin_charge:R:1
C -0.6728 1.6114 -1.1720 0.1547 0.2244 -0.1762 -0.10
N -0.5571 0.5450 -0.2333 0.0868 0.2919 -0.1046 -0.19
C 0.4875 0.5769 0.7893 0.0560 0.4611 0.1126 -0.19
C 0.4909 -0.8360 1.3781 -0.0393 0.0774 0.2991 -0.16
C -0.6045 -1.5127 0.5574 -0.0609 0.1430 -0.0523 -0.09
C 0.0346 -0.7737 -0.6345 -0.1923 0.1276 -0.4388 -0.19
C 1.3425 -0.4892 0.1810 0.2755 0.0250 -0.1258 -0.09
H -1.0381 2.4929 -0.6325 0.1433 -0.0152 -0.2070 0.08
H -1.4398 1.3348 -1.9072 0.2280 0.1294 0.0448 0.08
H 0.2650 1.8560 -1.6901 0.0326 0.1501 -0.1210 0.08
H 0.7268 1.4674 1.3586 0.0775 -0.1259 -0.0599 0.14
H 0.8148 -1.0364 2.3958 -0.1067 0.0905 -0.1984 0.13
H -1.5244 -0.8688 0.5960 -0.1535 -2.0512 0.8242 0.12
H -0.5895 -2.6099 0.5742 -0.2831 0.4221 -0.0128 0.11
H -0.0539 -1.0979 -1.6730 -0.0368 0.1315 0.1645 0.14
H 2.4071 -0.5432 -0.0169 -0.1817 -0.0817 0.0514 0.12
```
Positions in Å, forces in eV/Å.

E: -288.62849 Ha
HOMO level: -0.293 hartree
E_LUMO: 1.18 eV
Orbital gap: 0.33683 Ha

Record 6
Below is a single C6H9N molecule, with properties calculated with the ωB97M-V functional and the def2-TZVPD basis.

XYZ file:
```
16
Properties=species:S:1:pos:R:3:forces:R:3:lowdin_charge:R:1
C -2.4191 -0.5569 -0.0724 -0.6455 -0.1780 0.0755 -0.08
C -1.1567 0.1454 -0.3233 0.6460 0.4012 0.4056 -0.32
C -0.7352 1.3949 0.0794 -0.2038 -0.2375 0.2547 -0.08
N 0.6260 1.3099 0.2825 0.2033 -0.1318 -0.2718 0.06
C 1.0602 0.0462 -0.0378 0.2092 0.1952 -0.2225 -0.35
C 2.4526 -0.4252 0.0739 0.2623 0.0513 -0.0741 -0.04
C -0.0067 -0.6557 -0.4866 -0.0299 -0.2629 0.2153 -0.04
H -3.1670 0.1653 0.2298 -0.6138 -0.1971 -0.1692 0.07
H -2.2480 -1.2563 0.7704 -0.2384 0.3858 -0.3237 0.09
H -2.6956 -1.1721 -0.9283 -0.4680 0.1370 -0.0146 0.08
H -1.2588 2.3275 0.2834 0.0405 -0.4806 0.0807 0.11
H 1.1997 2.0452 0.6538 0.0368 0.0126 -0.1591 0.15
H 2.8304 -0.3392 1.0962 0.1222 0.0254 -0.1162 0.08
H 2.4763 -1.4791 -0.2212 0.1278 0.2299 0.0819 0.08
H 3.0769 0.1468 -0.6125 0.3640 -0.0855 0.1088 0.08
H -0.0350 -1.6967 -0.7875 0.1875 0.1351 0.1287 0.12
```
Positions in Å, forces in eV/Å.

E: -288.76038 Ha
HOMO level: -0.285 hartree
E_LUMO: 1.05 eV
Orbital gap: 0.32371 Ha

Look up the E of the fifth one. -288.62849 Ha